[1]
28
Properties=species:S:1:pos:R:3:forces:R:3 method="wB97M-V/def2-TZVPD" multiplicity=2 charge=0 mol_weight_da=236.35 largest_force_ha_per_bohr=0.0579 energy_ha=-1591.3874
K 1.70296 1.81851 -0.27358 -0.1 0.2 -0.5
S 1.69662 4.31225 -2.83384 0.1 -1.0 -0.1
O 1.18255 2.97410 -2.59003 -1.0 -0.8 0.3
O 2.32311 4.81144 -1.63192 0.9 0.8 2.7
O 2.66153 4.32240 -3.87366 1.6 -0.1 -2.2
O 0.70838 5.34635 -3.11246 -1.6 0.7 -0.2
C -0.09263 0.83318 2.47642 0.2 0.4 0.2
C -0.79779 0.30731 1.20491 0.1 -1.2 1.3
N -0.02929 -0.72345 0.45518 -0.8 -0.3 -0.8
C 0.08552 -1.98375 1.21779 0.9 1.1 -0.1
C 0.93540 -3.07140 0.51978 -0.3 -0.2 1.3
C -0.64950 -1.04075 -0.86210 -0.2 2.4 0.0
C -2.13862 -1.40313 -0.91745 0.8 -1.1 1.1
H -0.66793 1.62341 2.95878 0.0 0.6 -0.7
H 0.92849 1.16795 2.29382 0.0 0.3 -0.1
H 0.00948 0.22628 3.37605 -0.1 -1.1 -0.6
H -1.72080 -0.11698 1.60003 -0.4 -0.2 -0.2
H -1.13616 1.12870 0.57331 0.4 0.0 -0.3
H 0.52893 -1.57388 2.12526 0.3 -1.0 0.4
H -0.89456 -2.38725 1.47222 -0.2 -0.1 0.0
H 1.98425 -2.82527 0.35413 -0.2 0.5 -0.5
H 1.01973 -3.89296 1.23113 -0.2 -0.1 0.2
H 0.43925 -3.53232 -0.33432 0.2 0.4 -0.2
H 0.03119 -1.70051 -1.40011 -0.4 -0.1 0.0
H -0.63989 -0.08098 -1.37869 0.4 0.1 -0.5
H -2.48318 -1.34000 -1.94963 -0.2 -0.2 0.3
H -2.74106 -0.80806 -0.23113 0.0 0.5 -0.4
H -2.24599 -2.39119 -0.46990 -0.3 -0.4 -0.6



[2]
22
Properties=species:S:1:pos:R:3:forces:R:3 method="wB97M-V/def2-TZVPD" charge=0 mol_weight_da=101.19 e_above_lowest_kj_mol=82.66 largest_force_ha_per_bohr=0.0156 energy_ha=-292.3375 smiles=CN[C@@H](C)C(C)C
C -0.72817 -1.52561 -1.68997 -0.7 -0.3 0.0
N -0.94515 -1.55425 -0.23096 0.6 -0.1 -0.2
C -0.06429 -0.66570 0.54059 0.1 0.4 0.0
C 1.45092 -0.86405 0.28040 -0.1 -0.4 -0.4
C -0.54635 0.80528 0.47636 -0.2 -0.2 -0.1
C -0.08317 1.54914 1.72830 0.1 -0.2 0.4
C -0.11348 1.62285 -0.73861 0.2 0.3 0.2
H -0.47973 -2.52885 -2.04441 0.3 0.1 -0.1
H 0.01995 -0.81097 -2.01357 0.3 -0.1 0.0
H -1.66174 -1.27299 -2.19363 0.0 0.2 -0.1
H -0.71512 -2.50222 0.04125 -0.2 0.1 0.3
H -0.21396 -0.93003 1.58852 -0.2 -0.2 -0.1
H 1.97730 -0.01595 -0.15599 -0.1 0.2 0.2
H 1.92490 -1.15890 1.21096 0.3 0.1 0.1
H 1.62557 -1.68195 -0.43321 -0.2 0.1 0.2
H -1.63972 0.72607 0.47565 0.1 0.1 0.1
H 0.98497 1.77218 1.64837 -0.1 0.2 0.0
H -0.64478 2.46408 1.94593 0.2 0.0 -0.3
H -0.17392 0.93084 2.62090 -0.2 -0.1 0.1
H -0.37450 1.21633 -1.71359 0.0 -0.1 0.1
H 0.96255 1.81489 -0.68498 0.0 -0.2 -0.2
H -0.56209 2.60983 -0.65831 -0.2 0.1 -0.1



[3]
22
Properties=species:S:1:pos:R:3:forces:R:3 method="wB97M-V/def2-TZVPD" charge=0 mol_weight_da=101.19 e_above_lowest_kj_mol=370.09 largest_force_ha_per_bohr=0.0602 energy_ha=-292.2281
C -0.87918 -0.47113 -0.24547 2.5 -0.4 0.1
C -1.35628 0.07467 -1.57688 0.4 -0.1 0.1
C -1.42678 -1.84619 0.06494 0.4 -0.1 -0.1
C 1.05739 -0.84641 -0.46754 -2.2 -1.8 -1.1
N -1.13406 0.43142 0.77462 -0.1 1.8 0.6
H -0.86527 0.07106 1.68468 0.0 0.1 -0.1
H -0.63624 1.34956 0.63091 -0.9 -1.5 0.2
H -0.91953 1.05829 -1.74709 0.0 0.0 -0.1
H -2.44613 0.17256 -1.58063 0.1 0.0 0.2
H -1.07526 -0.59261 -2.38664 0.1 0.0 -0.1
H -1.08480 -2.55328 -0.69224 -0.2 0.0 0.0
H -2.51936 -1.83515 0.08663 0.0 0.1 0.0
H -1.04184 -2.20471 1.02383 -0.1 0.1 0.0
H 1.02066 -1.92367 -0.30420 -0.7 -0.5 -0.5
H 2.07725 -0.80532 -0.09991 -0.2 1.5 0.7
H 1.08344 -0.68023 -1.54291 0.3 -0.1 -0.1
C 2.07450 1.20801 0.99736 -0.4 2.2 0.5
C 1.16742 2.21267 1.07960 2.1 -0.5 0.2
H 0.81114 2.56578 2.03971 -0.6 -0.5 0.0
H 1.01092 2.87827 0.24157 0.0 0.0 -0.1
H 2.76534 1.14369 0.16727 -0.5 -0.3 -0.2
H 2.31666 0.59274 1.85238 -0.1 0.0 0.1



[4]
22
Properties=species:S:1:pos:R:3:forces:R:3 method="wB97M-V/def2-TZVPD" charge=0 mol_weight_da=101.19 e_above_lowest_kj_mol=291.44 largest_force_ha_per_bohr=0.1482 energy_ha=-292.2580 smiles=CCCCCNC
C 2.61322 -0.82349 -1.20386 1.8 -2.8 -0.3
C 1.19866 -1.20800 -1.50543 -0.9 -0.5 -2.4
C 0.04761 -0.64290 -0.64769 -0.4 -2.1 1.8
C 0.24457 0.42824 0.50962 -1.0 -1.0 -1.2
C -0.84113 1.55381 0.35532 1.1 -0.9 -1.6
N -2.15319 0.89214 0.48175 -0.1 3.2 3.0
C -2.24267 0.69538 2.03087 -2.4 -5.4 -4.8
H 2.70712 -1.02475 -0.09703 0.7 0.1 -1.1
H 3.04395 0.14041 -1.42408 -0.5 0.5 -0.1
H 3.24376 -1.61071 -1.88127 -1.0 1.9 2.0
H 0.89303 -0.98780 -2.62145 0.9 -0.3 1.9
H 1.18499 -2.34310 -1.47859 -0.1 1.3 0.2
H -0.58106 -0.28252 -1.40877 -1.4 0.9 -0.5
H -0.45106 -1.58296 -0.23194 0.3 1.3 -0.4
H 1.23560 0.70191 0.30272 1.5 1.3 0.4
H 0.19832 -0.04349 1.52615 0.3 0.4 -1.1
H -0.76753 2.05883 -0.63308 0.1 -0.7 0.2
H -0.63201 2.38346 1.00336 -0.5 0.2 1.0
H -1.97911 0.04474 0.02203 -0.4 -1.7 -0.3
H -1.44012 0.02189 2.14881 1.1 0.0 1.8
H -2.37526 1.56753 2.48322 0.3 3.7 2.0
H -3.14766 0.06137 2.26935 0.7 0.7 -0.4



[5]
22
Properties=species:S:1:pos:R:3:forces:R:3 method="wB97M-V/def2-TZVPD" charge=0 mol_weight_da=101.19 e_above_lowest_kj_mol=226.81 largest_force_ha_per_bohr=0.1187 energy_ha=-292.2826 smiles=CC[C@@H](C)[C@H](C)N
C -0.59306 -2.46323 1.00700 -0.1 0.3 -1.8
C -0.29855 -0.99564 1.09016 1.2 1.0 -1.0
C 0.25906 -0.35084 -0.23322 0.1 -1.6 -0.2
C -0.89438 -0.51132 -1.24387 -1.0 5.4 2.7
C 0.87577 1.07956 -0.02090 3.4 -2.3 0.3
C -0.10164 2.14433 0.31435 -1.5 -0.4 2.4
N 1.87476 1.36423 -1.14636 -2.2 -3.1 2.1
H -1.04074 -2.77799 1.90917 -0.7 -0.6 0.8
H 0.25214 -3.09003 0.78640 0.7 -0.1 0.2
H -1.23937 -2.60111 0.12526 -0.2 -0.3 0.7
H 0.39888 -0.78121 1.88032 0.3 0.1 0.6
H -1.23225 -0.48346 1.30225 -0.1 0.2 0.2
H 1.10999 -0.88869 -0.70385 -0.2 -0.3 0.9
H -0.70517 -0.11313 -2.18801 0.6 1.2 -1.6
H -1.48316 -1.29521 -1.47891 -0.8 -3.9 0.0
H -1.76749 0.12941 -0.76326 1.5 -0.5 -1.1
H 1.78900 0.93069 0.89842 -3.3 0.4 -2.0
H -0.82648 2.44527 -0.42668 0.2 0.1 -0.5
H -0.72432 1.94106 1.26042 0.6 -0.7 -1.4
H 0.41706 2.93995 0.75662 0.9 1.9 -0.2
H 1.67189 1.16070 -2.08328 -0.9 -0.3 -1.2
H 2.25807 2.21666 -1.04201 1.5 3.5 0.3



[6]
22
Properties=species:S:1:pos:R:3:forces:R:3 method="wB97M-V/def2-TZVPD" charge=0 mol_weight_da=101.19 e_above_lowest_kj_mol=88.66 largest_force_ha_per_bohr=0.0238 energy_ha=-292.3353 smiles=CCCNCCC
C 0.43363 0.05451 -3.05021 0.9 -0.5 0.3
C 0.70097 1.29116 -2.17777 -0.7 -0.2 -0.1
C -0.07515 1.31760 -0.86224 0.7 -0.5 -0.1
N 0.19834 0.10545 -0.10693 -0.4 -0.2 0.1
C -0.24552 0.13604 1.27947 0.3 -0.1 0.0
C -0.82924 -1.20992 1.75543 0.1 0.6 0.1
C -0.25764 -1.61510 3.11342 0.0 -1.0 -0.7
H 0.01822 -0.76881 -2.47408 -0.5 0.2 0.1
H -0.16962 0.29013 -3.92094 -0.1 -0.1 0.0
H 1.38309 -0.39080 -3.38350 -0.2 0.4 -0.3
H 1.74750 1.33865 -1.89805 0.3 0.1 -0.1
H 0.44484 2.17105 -2.77370 0.2 0.1 0.3
H -1.15172 1.33034 -1.02485 -0.1 0.4 0.0
H 0.26921 2.19794 -0.30560 -0.4 0.3 0.0
H 1.13878 -0.24535 -0.22288 0.1 0.2 0.1
H -0.97458 0.93587 1.37931 -0.3 0.0 -0.1
H 0.54501 0.46254 1.96967 0.2 -0.2 -0.1
H -1.90115 -1.11875 1.78734 -0.6 0.1 0.2
H -0.67192 -1.95664 0.97616 0.4 -0.1 0.2
H -0.46567 -0.91064 3.91802 0.3 0.2 -0.2
H 0.80179 -1.84223 2.95289 0.1 0.6 0.5
H -0.64859 -2.57605 3.43848 -0.4 -0.1 0.1